(1)
Formula: C40H49N5O9S
Source: the Open Molecules 2025 dataset
Level of theory: ωB97M-V/def2-TZVPD

Structure (XYZ):
```
104
Properties=species:S:1:pos:R:3:forces:R:3:mulliken_charge:R:1
S 8.3476 -3.3915 1.4515 -0.0912 0.0142 0.1800 0.116
O -5.8881 3.8996 0.5831 -0.0153 -0.1037 0.1384 -0.577
O 3.0998 -6.1302 -2.6872 0.0904 -0.0632 -0.0503 -0.563
O -8.9434 5.9053 1.5392 0.0030 -0.0182 -0.0474 -0.602
O 2.4783 3.3153 -2.3257 0.1755 -0.2529 -0.0573 -0.533
O 3.4481 1.8350 -3.6513 -0.0210 0.1797 0.2643 -0.582
O 3.3892 -8.0643 -1.7907 0.0187 -0.0256 0.0291 -0.621
O -9.3303 7.6603 2.7193 -0.0263 0.0330 0.0061 -0.608
O -3.8241 4.0447 -0.0036 -0.1613 0.0494 0.0206 -0.622
O 0.1617 3.1414 -0.2364 -0.0403 0.3449 0.0953 -0.427
N 8.2954 -2.5240 0.1150 0.1531 0.0007 -0.1549 -0.730
N -5.0020 4.3184 -0.1312 -0.0359 0.0782 -0.0233 0.976
N 2.8048 -7.2965 -2.5265 -0.0122 0.0051 0.0085 1.017
N -8.8536 6.5560 2.5618 0.0083 0.0071 0.0020 1.006
N 7.0189 -2.8911 2.1975 0.1790 -0.1537 0.0080 -0.616
C 4.8681 -0.4071 0.6305 -0.0432 0.2113 -0.1972 0.629
C 1.2570 -9.1246 -3.0858 -0.0201 -0.1549 0.0424 -0.392
C 0.5702 -1.2861 0.8584 -0.4931 0.1301 -0.3810 0.637
C 3.2676 2.2380 -2.5333 0.0053 -0.0214 -0.3940 0.599
C 6.7467 -0.8666 -0.8058 0.0135 -0.0102 0.0237 -1.084
C -4.7840 6.5221 -3.1268 -0.0825 0.0171 -0.0004 -0.552
C -7.0794 6.4117 -2.4020 0.0766 0.0241 -0.0576 -0.524
C 1.6514 -2.1813 -1.3178 -0.0302 -0.0565 -0.1695 -0.150
C 0.9710 -6.9591 -4.1286 -0.0644 0.1284 -0.0874 -0.193
C 5.5904 -0.1887 -0.5795 -0.0436 0.2102 -0.2341 -0.021
C -7.5259 4.7232 3.5191 0.0670 -0.1970 -0.1187 -0.245
C 0.3664 -1.7409 -0.6079 0.2770 0.2172 0.3143 -1.117
C -4.4096 5.6854 -2.0886 0.1339 0.0194 -0.0725 -0.138
C 2.9770 -3.5522 2.4786 0.4864 -0.6130 0.1464 -0.826
C -7.2801 6.1211 5.9123 0.0329 -0.0798 -0.0308 -0.400
C 7.1912 -1.7701 0.1812 0.1071 -0.3054 0.1284 0.559
C -6.7180 5.5713 -1.3617 -0.1581 -0.0007 0.0335 -0.380
C -6.8025 4.1795 4.5681 -0.0135 0.0766 0.1033 -0.504
C 6.4494 -1.9926 1.3870 -0.0118 0.2227 -0.0619 0.942
C -0.0065 0.1094 1.1526 0.8456 -0.1176 0.2144 -1.272
C 3.2394 -3.5296 0.9787 -0.1480 0.0473 -0.0986 1.382
C 5.1024 0.7615 -1.6604 -0.1311 0.0534 0.4330 -1.241
C -0.1307 -7.4422 -4.8161 -0.0130 -0.0849 0.0280 -0.539
C 4.3547 -1.4431 2.8144 0.0043 -0.0787 0.1067 -0.529
C -5.3867 5.2206 -1.2276 -0.0317 0.0704 -0.0924 0.184
C 5.2412 -1.2764 1.6076 -0.1847 -0.0534 0.1673 -0.285
C 2.1616 -4.2470 0.1656 -0.0104 0.2881 0.0986 -1.140
C 1.6437 -7.8109 -3.2726 -0.0823 -0.0342 -0.0445 0.105
C 3.8680 1.5827 -1.3020 0.0811 -0.1425 -0.3178 0.688
C 1.9801 -3.6725 -1.2390 -0.5103 -0.0863 0.0532 -0.887
C -6.6789 4.8775 5.7620 -0.0119 0.0117 -0.0221 -0.413
C -1.1912 2.8885 -0.5655 -0.0262 -0.5400 -0.1435 -0.288
C 1.0791 1.1718 0.9140 -0.4720 -0.1677 0.0251 0.897
C -8.0009 6.6760 4.8676 -0.0044 0.1158 0.1195 -0.417
C -8.1071 5.9651 3.6864 0.0414 -0.0402 0.0500 0.182
C 4.0630 -2.8639 3.3150 -0.4475 0.0616 0.1104 -1.128
C -0.5412 -8.7570 -4.6385 0.0173 0.0090 0.0117 -0.417
C 0.5933 2.6174 0.9971 0.3617 -0.3345 0.1224 -1.094
C -6.1162 6.8826 -3.2845 0.0051 -0.0147 0.0232 -0.421
C 0.1526 -9.5964 -3.7768 -0.0310 0.0657 -0.0484 -0.419
H -6.1103 4.4522 6.5785 -0.0042 -0.0027 0.0072 0.374
H 1.1270 -4.1930 -1.6907 0.0801 -0.0913 -0.1053 0.220
H 3.9406 0.1305 0.7821 -0.0275 0.0404 -0.0021 0.330
H -1.4055 -9.1284 -5.1728 0.0013 -0.0035 -0.0078 0.381
H 0.1062 -2.0104 1.5276 0.2007 -0.0788 0.0975 0.693
H -0.8882 0.3026 0.5438 -0.1541 -0.0035 0.1132 0.316
H -3.3767 5.4006 -1.9554 -0.0211 -0.0521 0.0670 0.351
H -1.7953 2.6644 0.3144 0.0808 0.1305 0.1210 0.399
H -0.1913 2.6762 1.7605 -0.0926 0.1559 -0.0564 0.432
H -0.1676 -10.6200 -3.6405 0.0075 -0.0091 0.0051 0.366
H 1.2992 -5.9383 -4.2557 0.0672 -0.0111 0.0667 0.445
H -0.0509 -0.8995 -1.1666 -0.0906 -0.0107 -0.0291 0.419
H -7.1841 6.6620 6.8436 -0.0069 0.0106 0.0025 0.371
H -1.6227 3.7547 -1.0556 0.1544 0.0991 -0.0629 -0.159
H -0.3762 -2.5413 -0.6246 -0.0414 -0.0125 -0.1797 0.470
H 2.3027 3.4354 -1.3849 -0.2030 0.0361 0.0872 0.336
H 2.3715 -5.3158 0.0926 0.0370 -0.0348 0.0367 0.529
H 2.8355 -3.9034 -1.8710 0.1491 0.0860 0.0810 0.449
H -0.6704 -6.7906 -5.4892 0.0049 0.0122 -0.0030 0.372
H 2.9323 -4.6059 2.7773 -0.0950 0.0200 0.1271 0.469
H 1.5483 0.9825 -0.0562 -0.1674 0.2029 0.1210 -0.350
H 1.9998 -3.1336 2.7307 -0.0417 0.1572 -0.2244 0.218
H 4.2248 -3.9556 0.7693 0.0351 -0.0465 0.0076 0.692
H -8.4689 7.6434 4.9704 -0.0271 -0.0008 -0.0888 0.448
H 2.4814 -1.5812 -0.9314 0.0653 0.0506 -0.1132 -0.373
H 1.6411 -1.2364 1.0618 -0.0174 -0.2183 0.2258 -0.627
H 4.7324 -0.8235 3.6318 0.1763 -0.0823 0.0290 0.665
H -6.3337 3.2126 4.4502 -0.0009 -0.0057 -0.0188 0.392
H 3.6798 -2.7594 4.3337 0.0201 -0.0588 0.0367 0.436
H 3.0986 0.9084 -0.9177 0.1029 0.1810 -0.0197 -0.821
H 4.9431 -3.4965 3.3966 0.1883 0.1723 -0.1995 0.406
H -7.4589 5.2013 -0.6682 0.0571 -0.0222 0.0519 0.452
H -0.2519 0.1551 2.2159 -0.3978 0.1111 -0.0627 0.457
H 1.2155 -4.1589 0.7116 -0.0678 -0.0037 -0.0478 0.342
H 7.3124 -0.7386 -1.7179 0.0567 -0.0041 -0.0238 0.521
H 5.9238 1.4376 -1.8983 0.0025 -0.0048 -0.2080 0.650
H -1.2638 2.0234 -1.2336 -0.0173 0.0515 -0.0771 0.246
H 1.8436 1.0273 1.6842 0.0959 -0.0420 -0.0614 0.241
H 3.3859 -1.0126 2.5420 0.0048 0.1424 0.0978 -0.337
H 4.8637 0.1889 -2.5545 0.0885 0.0179 -0.1063 0.376
H 1.5603 -1.9347 -2.3781 0.0743 0.0376 -0.0343 0.613
H -4.0353 6.8920 -3.8134 0.0134 -0.0023 0.0028 0.390
H 1.8053 -9.7669 -2.4132 0.0568 0.0726 0.0278 0.455
H 4.0851 2.3422 -0.5486 -0.0679 -0.0729 0.1395 0.493
H -7.6258 4.1894 2.5860 -0.0150 0.0848 -0.0479 0.415
H 1.4162 3.2535 1.3311 0.0002 0.0898 -0.0527 0.366
H -6.4045 7.5341 -4.0988 0.0010 0.0083 0.0006 0.384
H 3.2916 -2.4987 0.6343 0.0289 -0.0355 0.0590 -1.537
H -8.1149 6.6977 -2.5227 -0.0103 -0.0021 0.0183 0.404
```
Forces are in eV/Å.

Its highest occupied orbital energy is -8.53 eV. For the HOMO-LUMO gap, the calculation gives 7.88 eV.

---

(2)
Formula: C18H18F3N4O4Ru
Source: the Open Molecules 2025 dataset
Level of theory: ωB97M-V/def2-TZVPD

Structure (XYZ):
```
48
Properties=species:S:1:pos:R:3:forces:R:3:lowdin_spin:R:1
Ru 0.5474 -0.4844 -0.0157 -0.4541 -0.3529 -1.3132 3.888
F -2.7269 -3.8226 -1.3737 0.1291 -0.0182 -0.1510 0.002
F -0.8990 -4.6880 -2.1679 -0.0660 0.0827 0.0443 0.001
F -1.9760 -3.1925 -3.3060 0.0453 -0.0084 0.0752 0.002
O -0.9649 -2.3025 -0.1435 0.3424 0.6359 0.3671 0.116
O -2.5408 -0.1268 -2.6000 0.0936 0.0344 0.0877 0.010
O 0.0854 -1.8638 -2.0368 0.1640 0.1215 0.1757 0.099
O 0.9680 1.9045 -0.6426 0.1177 -0.2284 0.1074 0.102
N 5.2453 1.5074 -3.7784 -0.1019 -0.1212 0.0814 0.033
N 2.4810 -0.7171 -0.6753 -0.2273 -0.1299 0.2673 0.137
N -0.7801 0.7330 -1.3853 0.4483 -0.4131 0.8020 0.122
N 3.7595 -0.0598 -2.6148 -0.3465 -0.7120 -0.2748 0.060
C 0.8070 -1.7882 2.3989 0.1009 0.1477 0.2545 0.047
C -0.4154 -1.1138 2.3658 0.0933 0.1248 0.1544 0.034
C -2.9648 0.1813 1.7965 0.1058 0.0396 0.0426 0.001
C -1.7734 2.3788 1.6332 0.0553 -0.0732 0.1149 0.000
C -0.2723 2.6729 -2.6415 -0.0091 -0.0685 -0.0022 0.004
C 3.1039 -0.3556 -1.6264 0.2227 0.4182 0.1614 0.065
C -1.4583 1.9548 -3.2943 0.0101 -0.0579 0.0736 0.008
C 4.5478 0.7857 -3.2026 0.2591 0.4932 0.0499 0.005
C -1.8067 1.0230 2.3446 -0.1427 0.0459 -0.1867 0.002
C 0.0543 1.7727 -1.4745 -0.2605 0.2763 -0.1839 0.019
C -0.7648 -2.4675 -1.3746 -0.1116 -0.2433 -0.3423 0.014
C -1.6941 0.7100 -2.4266 -0.1889 0.1105 -0.2722 0.014
C -1.6204 -3.5521 -2.0766 -0.0490 0.0400 0.0851 0.006
C 3.3293 -1.8202 2.4741 0.0076 0.0140 -0.0186 0.007
C 1.9663 0.3003 2.3448 -0.0521 -0.0058 -0.0042 0.055
C 2.0221 -1.0939 2.4048 -0.1026 -0.0279 0.0624 0.061
C 0.7506 0.9757 2.2675 -0.0261 -0.0497 0.2168 0.045
C -0.4780 0.2884 2.2814 0.0643 -0.0299 0.2736 0.027
H 2.8860 0.8710 2.3444 0.0056 -0.0042 -0.0802 0.001
H -1.0598 3.0709 2.0799 -0.0121 0.0111 -0.0325 0.000
H -1.9897 1.2101 3.4093 -0.0075 -0.0227 0.0102 0.001
H -1.2560 1.6381 -4.3161 -0.0369 -0.0196 -0.0005 0.001
H -1.3218 -1.6953 2.4334 -0.0220 0.0057 -0.2197 0.001
H -0.5066 3.6730 -2.2768 0.0120 0.0012 0.0153 0.001
H 3.6293 -1.9565 3.5154 -0.0069 0.0033 0.0048 0.003
H -2.7580 2.8407 1.6918 -0.0027 0.0146 0.0058 0.000
H -1.5209 2.2444 0.5824 -0.0121 0.0382 -0.0183 0.000
H 0.7649 2.0551 2.2425 -0.0224 -0.0105 -0.1718 0.001
H -3.8724 0.7827 1.7716 -0.0103 0.0011 0.0034 0.000
H 0.5987 2.7578 -3.2909 0.0181 0.0078 0.0235 0.001
H -2.3740 2.5443 -3.3010 0.0042 0.0074 -0.0389 0.000
H -2.7508 -0.1541 0.7784 -0.0324 -0.0244 0.0032 0.000
H 4.1122 -1.2585 1.9675 -0.0047 -0.0242 -0.0214 0.001
H 0.8095 -2.8673 2.4840 -0.0147 -0.0176 -0.1774 0.001
H -3.1733 -0.6915 2.4147 -0.0060 -0.0182 -0.0431 0.000
H 3.2506 -2.8044 2.0152 0.0297 0.0070 -0.0106 0.000
```
Forces are in eV/Å.

As for the multiplicity: 6. Its highest occupied orbital energy (spin up / spin down) is -9.26 / -9.53 eV. Its expectation value of S² is 8.7624. For the HOMO-LUMO gap (spin up / spin down), the calculation gives 9.09 / 6.91 eV. The energy above the lowest of the compared OMol25 structures with the same formula, charge and spin comes out at 34.5 kJ/mol.